DFT (ωB97M-V/def2-TZVPD) results for a molecular structure, C4H8CaF6N3O15S6 at a distorted geometry.

```
43
C4H8CaF6N3O15S6, DFT ωB97M-V/def2-TZVPD
Ca -0.782 -0.710 1.025
N 0.111 0.437 2.652
S 0.006 0.726 4.152
O -0.852 1.826 4.506
O 1.104 0.331 5.014
F -0.961 -0.578 4.351
S 0.997 1.873 2.410
O 2.270 2.196 2.904
O 0.190 3.095 2.133
F 1.415 1.532 0.873
N -0.645 -2.879 0.474
S -1.619 -4.108 -0.073
O -1.960 -5.146 0.950
O -1.539 -4.388 -1.513
F -2.958 -3.174 0.041
S 0.565 -3.863 0.576
O 1.194 -4.354 -0.654
O 0.750 -4.632 1.830
F 1.498 -2.578 0.896
N -2.434 0.659 0.410
S -3.609 0.228 -0.650
O -3.937 1.136 -1.782
O -4.685 -0.565 -0.078
F -2.594 -0.882 -1.345
S -3.180 1.755 1.214
O -4.636 1.788 1.288
O -2.511 3.070 1.249
F -2.854 1.162 2.701
C 3.730 2.239 -1.573
C 3.701 0.749 -1.906
O 2.560 0.107 -1.354
C 1.275 0.177 -1.874
O 0.297 -0.283 -1.300
O 1.279 0.745 -3.126
C 0.063 0.902 -3.761
H 4.673 2.617 -1.967
H 3.648 2.379 -0.495
H 2.848 2.689 -2.030
H 4.581 0.246 -1.503
H 3.728 0.518 -2.971
H -0.461 -0.031 -3.969
H 0.259 1.484 -4.661
H -0.524 1.502 -3.065
```

* HOMO energy: -0.315 Eh
* Kohn-Sham gap: 9.885 eV
* energy: -5116.0624 a.u.
* net charge: -1